Record 1
ORCA calculation (ωB97M-V/def2-TZVPD) on one molecule with the formula C12H12S in a non-equilibrium geometry.

Geometry (Å):
1 S -1.88232 -2.88114 -0.25541
2 C -0.73372 2.03835 0.60356
3 C 1.43058 -0.58628 -1.63187
4 C 0.64879 -0.08830 1.03824
5 C -1.47398 -0.19098 0.01194
6 C 0.31928 -1.53137 0.66168
7 C 1.44646 -0.69029 -0.05617
8 C -0.54583 0.65728 0.61768
9 C -2.95329 1.59152 -0.28273
10 C -2.72338 0.22296 -0.38018
11 C -1.95639 2.52648 0.08193
12 C -1.14161 -1.56516 0.14721
13 C 2.91798 -0.95321 0.46733
14 H -3.98569 2.04022 -0.55062
15 H 2.46238 -0.53306 -1.91112
16 H 0.97194 0.38978 1.99227
17 H -2.04218 3.51956 0.12971
18 H 0.92958 -1.45163 -2.10253
19 H 0.07745 2.73741 1.07936
20 H -3.43084 -0.42315 -0.73470
21 H 0.81206 -2.24117 1.29319
22 H 2.95041 -1.30942 1.42873
23 H 0.85151 0.31750 -1.88635
24 H 3.52058 -1.51651 -0.21935
25 H 3.53023 -0.07940 0.45818

Cartesian forces, eV/Å:
S -1.5 -2.0 -0.6
C 0.6 0.7 0.6
C -1.5 0.8 1.9
C -1.4 1.4 0.2
C -1.3 0.6 0.9
C 1.0 1.0 0.9
C 1.6 -1.5 -0.4
C -0.1 0.7 -1.4
C -1.8 2.0 -1.0
C 1.5 3.2 0.6
C 1.4 -4.9 1.1
C 4.6 0.4 0.6
C -1.3 0.6 -2.7
H 1.8 -1.0 0.3
H 0.4 0.3 -0.6
H 0.7 -1.2 -0.7
H -1.1 3.7 -0.2
H 0.3 0.3 0.4
H -1.7 -1.3 -1.1
H -1.7 -1.6 -0.7
H -0.6 -0.9 0.1
H 0.0 -1.2 2.3
H 0.5 -0.3 -0.4
H -0.1 -1.2 -0.2
H -0.2 1.5 0.2

For the strongest force on any atom, the calculation gives 5.23 eV/Å. The structure (SMILES) is CC1(C)[C@@H]2C(=S)c3ccccc3[C@@H]21. Its net charge is 0. The highest occupied orbital energy is -8.41 eV. The HOMO-LUMO gap comes out at 7.9 eV.

Results of the Löwdin charge analysis, in e, for atoms 1 through 8:
1. S 0.80
2. C 0.00
3. C 0.01
4. C -0.17
5. C -0.24
6. C -0.13
7. C -0.33
8. C -0.16

---

Record 2
ORCA calculation (ωB97M-V/def2-TZVPD) on C12H13CdF6N3O5S2 as an isolated structure.

Geometry (Å):
1 Cd 1.15715 -0.10398 -1.16246
2 S -1.51031 -2.31324 -1.50233
3 S 0.00667 -1.93639 -3.82360
4 F -3.37498 -1.05543 -2.88827
5 F -2.05483 0.25416 -1.78602
6 F 1.94957 -2.94994 -2.38230
7 F 2.49584 -2.38186 -4.39999
8 F 1.33475 -4.18077 -4.05629
9 F -3.56630 -0.88146 -0.73743
10 O -0.46448 -1.72728 -0.66515
11 O 0.40080 -0.63019 -3.28270
12 O -2.80089 1.38599 4.48659
13 O -2.28511 -3.35730 -0.92499
14 O -0.33943 -1.98407 -5.20014
15 N -1.02781 -2.71290 -2.93512
16 N -0.11682 1.34421 0.08777
17 N -1.17356 0.99889 2.28186
18 C 3.39698 0.91952 0.43489
19 C -2.70523 -0.91184 -1.75575
20 C -1.69392 2.24560 4.28611
21 C 3.87687 2.02838 -0.20387
22 C 3.79730 0.39154 -1.78493
23 C -0.59413 1.53203 3.52194
24 C 4.11662 1.70577 -1.58131
25 C -2.40568 0.20880 2.41884
26 C -3.38811 1.00619 3.25420
27 C 1.54084 -2.93494 -3.65702
28 C 3.27220 -0.15798 -0.53164
29 C -0.59871 1.17037 1.12796
30 H 0.22346 2.20404 3.26636
31 H 4.03740 2.99658 0.24736
32 H 3.14190 0.84473 1.48254
33 H -4.26322 0.40240 3.48781
34 H 3.89968 -0.16045 -2.70889
35 H -1.33721 2.54487 5.27045
36 H -3.71198 1.89998 2.70569
37 H 3.44760 -1.19250 -0.24924
38 H -2.01239 3.14143 3.73794
39 H -2.15864 -0.73267 2.91577
40 H -2.79525 -0.01082 1.42598
41 H 4.48244 2.39008 -2.33180
42 H -0.19908 0.70046 4.11118

Cartesian forces, eV/Å:
Cd 0.2 0.0 0.1
S 0.2 -0.2 0.1
S -0.1 0.3 0.1
F 0.0 0.0 0.1
F 0.0 0.0 0.0
F -0.1 0.0 0.0
F 0.0 0.0 0.0
F 0.0 0.0 0.0
F 0.0 0.0 0.0
O -0.1 0.1 0.0
O -0.1 -0.2 0.1
O 0.0 0.0 0.0
O 0.0 0.1 0.0
O 0.0 0.0 0.1
N 0.0 0.1 0.0
N 0.0 -0.1 -0.2
N 0.0 0.1 0.0
C -0.1 0.0 0.0
C 0.1 0.0 -0.1
C 0.0 0.0 0.0
C 0.0 0.0 -0.1
C -0.2 0.0 -0.1
C 0.0 -0.1 -0.1
C 0.0 0.1 0.1
C 0.1 0.0 0.0
C 0.0 0.0 0.0
C 0.1 -0.1 -0.1
C 0.1 -0.1 0.0
C -0.1 0.0 0.0
H 0.0 0.0 0.0
H 0.0 0.0 0.0
H 0.0 0.0 0.0
H 0.0 0.0 0.0
H 0.0 0.0 0.0
H 0.0 0.0 0.0
H 0.0 0.0 0.0
H 0.0 0.0 0.0
H 0.0 0.0 0.0
H 0.0 0.0 0.0
H 0.0 0.0 0.1
H 0.0 0.0 0.0
H 0.0 0.0 0.0

For the strongest force on any atom, the calculation gives 0.31 eV/Å. Its net charge is 0. The highest occupied orbital energy is -8.15 eV. The HOMO-LUMO gap comes out at 8.3 eV.

Results of the Löwdin charge analysis, in e, for atoms 1 through 8:
1. Cd 1.42
2. S 0.59
3. S 0.60
4. F 0.16
5. F 0.10
6. F 0.11
7. F 0.15
8. F 0.16

---

Record 3
ORCA calculation (ωB97M-V/def2-TZVPD) on C12H13ClN2O2Sn as an isolated structure in a non-equilibrium geometry.

Geometry (Å):
1 Sn 0.00000 0.00000 0.00000
2 Cl -4.17020 1.54810 -1.77620
3 O 0.45780 -1.93790 2.39430
4 O -3.04480 -0.32100 0.68370
5 N 0.99440 2.78580 3.05010
6 N 0.25330 1.57540 1.34200
7 C -0.57530 2.62410 1.50720
8 C 1.79960 3.21940 4.18620
9 C -0.08380 1.74680 -2.98130
10 C 1.20700 1.69830 2.28700
11 C -0.13970 -0.74110 -2.23970
12 C 1.86100 -0.86160 -1.12700
13 C 1.69120 0.46390 -1.58780
14 C -1.91660 -0.18370 0.45330
15 C -0.12330 3.37210 2.57490
16 C 0.27370 -1.20390 1.51560
17 C 0.72120 -1.61250 -1.53330
18 C 0.46130 0.54580 -2.29560
19 H -1.17120 1.74030 -2.99530
20 H -0.58260 4.26190 2.98150
21 H 2.83160 3.44570 3.84580
22 H 2.02010 0.99870 2.43030
23 H 0.24730 2.66470 -2.50110
24 H 1.83310 2.41040 4.94630
25 H 0.55340 -2.65910 -1.34900
26 H 1.36150 4.12730 4.64920
27 H -1.47060 2.80040 0.92720
28 H 0.25580 1.78010 -4.01890
29 H -1.08490 -1.00670 -2.68240
30 H 2.38180 1.27780 -1.44500
31 H 2.70680 -1.24010 -0.58010

Cartesian forces, eV/Å:
Sn 2.6 3.1 -4.7
Cl 0.1 0.0 0.0
O -0.3 2.0 -2.5
O 2.7 0.5 -0.8
N 0.0 -1.1 -0.9
N 1.2 0.4 1.1
C -0.9 1.7 0.9
C 0.8 0.2 0.9
C -0.1 0.2 -0.2
C 0.4 -0.2 0.3
C -0.5 -0.1 -0.3
C 0.4 -0.6 -0.2
C 0.5 0.4 0.0
C -6.4 -1.0 1.9
C -1.5 0.4 -1.0
C 0.7 -5.2 6.4
C 0.5 -0.6 0.0
C -0.4 0.6 -0.1
H -0.1 0.0 0.0
H 0.3 -0.1 0.1
H -0.7 -0.1 0.2
H 0.0 0.2 0.0
H 0.1 0.1 0.0
H 0.0 0.6 -0.5
H 0.0 -0.2 0.0
H 0.2 -0.6 -0.5
H 0.1 -0.1 -0.1
H 0.0 0.0 0.0
H -0.1 0.0 -0.1
H 0.1 0.1 0.0
H 0.1 -0.1 0.0

For the strongest force on any atom, the calculation gives 8.33 eV/Å. Its net charge is +2. The highest occupied orbital energy (alpha / beta) is -16.57 / -14.65 eV. The HOMO-LUMO gap (alpha / beta) comes out at 7.9 / 5.3 eV.

Results of the Löwdin charge analysis, in e, for atoms 1 through 8:
1. Sn 1.19
2. Cl 0.11
3. O 0.24
4. O 0.18
5. N -0.08
6. N -0.10
7. C -0.08
8. C 0.04

---

Record 4
ORCA calculation (ωB97M-V/def2-TZVPD) on C12H13FeNP as an isolated structure in a non-equilibrium geometry.

Geometry (Å):
1 Fe -1.54665 0.02091 -1.44522
2 P -1.68123 1.33707 -3.19309
3 N -2.35234 0.92067 -0.16571
4 C 2.73036 -1.38271 1.99675
5 C 1.63086 -2.24530 1.68579
6 C -2.88579 1.37660 0.77450
7 C -4.85766 1.28349 2.18205
8 C -4.03431 3.63847 3.46847
9 C -3.20018 3.05153 2.51854
10 C -3.63430 1.89475 1.83504
11 C 1.65900 -0.29811 0.24433
12 C -5.28029 3.06944 3.75979
13 C 0.88323 -1.72844 0.63212
14 C 2.72852 -0.23968 1.13451
15 C -5.68042 1.88351 3.13322
16 H 1.32823 0.38401 -0.53993
17 H -3.71058 4.54866 3.97749
18 H -6.63957 1.42224 3.37706
19 H -5.15220 0.35260 1.69340
20 H -0.49990 2.03611 -3.58469
21 H 3.46370 -1.56941 2.77904
22 H -2.00569 0.72744 -4.44248
23 H 3.46201 0.56597 1.16505
24 H -2.61608 2.41320 -3.20364
25 H -0.00821 -2.09982 0.12545
26 H -5.94084 3.54913 4.48471
27 H -2.22155 3.47550 2.28634
28 H 1.40670 -3.18137 2.19908

Cartesian forces, eV/Å:
Fe 1.5 -2.2 -1.9
P 0.1 0.2 -0.9
N -1.9 2.1 3.5
C -0.4 0.0 -0.4
C -0.8 0.2 -0.9
C 0.5 -0.8 -1.2
C -0.2 0.1 0.1
C 0.1 -0.2 -0.2
C -0.3 0.1 0.1
C -0.3 0.4 0.8
C -0.5 -3.0 1.8
C 0.0 0.0 0.0
C 2.5 2.5 0.4
C -0.9 0.3 -1.0
C 0.3 0.0 -0.1
H 0.3 -0.2 0.3
H -0.1 -0.3 -0.1
H 0.3 0.2 0.0
H 0.1 0.3 0.1
H -0.4 -0.1 -0.1
H -0.2 0.1 -0.2
H 0.1 0.5 0.2
H -0.2 -0.3 0.0
H 0.3 -0.1 -0.2
H 0.3 0.1 0.2
H 0.2 -0.2 -0.2
H -0.4 -0.1 0.0
H 0.1 0.3 -0.2

For the strongest force on any atom, the calculation gives 4.51 eV/Å. Its net charge is 0. The highest occupied orbital energy (alpha / beta) is -4.43 / -7.16 eV. The HOMO-LUMO gap (alpha / beta) comes out at 4.2 / 6.2 eV. As for the spin multiplicity: 6.

Results of the Löwdin charge analysis, in e, for atoms 1 through 8:
1. Fe 0.09
2. P 0.57
3. N -0.05
4. C -0.09
5. C -0.16
6. C -0.11
7. C -0.03
8. C -0.08

---

Record 5
ORCA calculation (ωB97M-V/def2-TZVPD) on one molecule with the formula C12H13N3O in a non-equilibrium geometry.

Geometry (Å):
1 O 4.82062 1.26897 1.26162
2 N 3.67091 1.02500 -0.65647
3 N 4.14635 -0.25853 -1.04584
4 N 1.12232 0.90559 0.91958
5 C -0.88894 -1.27300 0.02311
6 C 1.62380 2.17824 1.14509
7 C 2.97247 2.70638 1.31792
8 C -3.20813 -1.99023 0.16713
9 C -1.17921 -0.12311 0.74218
10 C 3.88318 1.63904 0.62743
11 C 0.57731 3.05995 1.21510
12 C -2.49168 -0.04076 1.32315
13 C -0.20728 0.96026 0.90227
14 C -1.94718 -2.13160 -0.39920
15 C -3.47713 -1.01956 1.10633
16 C -0.57135 2.28734 1.02411
17 H -1.72271 -3.00924 -1.02138
18 H -4.39778 -1.10716 1.75532
19 H 2.93505 3.69703 0.80875
20 H -3.87402 -2.79746 -0.12709
21 H 4.89588 -0.14457 -1.69001
22 H 2.98568 1.48444 -1.23788
23 H -2.79236 0.66012 2.05561
24 H -1.59716 2.64987 1.08887
25 H 1.74484 0.19352 0.65989
26 H 4.39152 -0.83388 -0.16514
27 H 0.49314 4.13009 1.40682
28 H 3.31227 2.74547 2.38504
29 H 0.12572 -1.51606 -0.24620

Cartesian forces, eV/Å:
O 1.6 -1.2 1.3
N -0.8 1.9 1.7
N -1.0 -0.4 2.3
N 1.9 1.7 0.8
C -1.3 -0.8 -0.9
C -1.8 1.6 0.3
C 1.0 -1.5 -1.6
C 0.3 -1.4 -1.0
C -1.1 -0.4 0.5
C 1.0 0.1 -1.6
C -1.1 -0.4 -0.2
C 0.0 -1.3 -0.5
C -2.7 0.7 -0.1
C 1.4 0.4 1.1
C 0.2 0.3 0.6
C -1.3 -0.3 0.7
H -0.1 0.5 0.2
H 1.1 0.5 -1.0
H 0.6 -0.7 0.6
H -0.5 0.4 0.4
H 1.0 -0.1 0.1
H -0.2 -0.7 -0.1
H 0.4 1.1 0.5
H 0.3 -0.2 -0.2
H 0.4 -1.3 -0.2
H -0.2 1.6 -2.1
H 0.8 -0.4 -0.1
H -0.1 0.1 -1.1
H 0.2 0.2 -0.4

For the strongest force on any atom, the calculation gives 2.78 eV/Å. The structure (SMILES) is NNC(=O)Cc1ccc(-c2ccccc2)[nH]1. Its net charge is 0. The highest occupied orbital energy is -7.63 eV. The HOMO-LUMO gap comes out at 8.4 eV.

Results of the Löwdin charge analysis, in e, for atoms 1 through 8:
1. O 0.06
2. N -0.06
3. N 0.02
4. N 0.15
5. C -0.03
6. C -0.30
7. C -0.04
8. C -0.13

---

Record 6
ORCA calculation (ωB97M-V/def2-TZVPD) on C12H13N3O2 as an isolated structure in a non-equilibrium geometry.

Geometry (Å):
1 O -0.22842 -2.97624 -0.12737
2 O 4.83637 1.22562 0.83891
3 N -1.59375 -2.14095 -0.04675
4 N 0.07500 -0.67805 -0.17520
5 N 3.74713 2.54869 -0.49228
6 C -4.31188 1.79796 0.11670
7 C -1.91160 1.50898 -0.05318
8 C 0.57122 -1.76209 -0.24310
9 C 2.99316 -1.17783 0.14360
10 C -4.74630 0.58093 0.17926
11 C 4.00243 1.32590 0.00537
12 C -1.35003 -0.74820 -0.01525
13 C -2.32224 0.13609 0.03682
14 C -3.69050 -0.36033 -0.10536
15 C 2.95630 0.24629 -0.55830
16 C -3.05585 2.29862 0.12535
17 C 2.04734 -2.08127 -0.38648
18 H 1.89058 0.47774 -0.52825
19 H 2.91786 2.68541 -1.16491
20 H -3.97749 -1.34700 0.18846
21 H 3.90866 -1.48438 0.48397
22 H 3.21891 0.23292 -1.59950
23 H -2.81187 3.39770 -0.03499
24 H 2.62269 -0.86076 1.37397
25 H 2.32661 -3.02211 0.24830
26 H 4.32037 3.26988 -0.21246
27 H 2.29568 -2.09240 -1.56436
28 H -5.24744 2.80063 0.24489
29 H -1.00569 1.73668 0.11598
30 H -5.71818 0.42507 0.12588

Cartesian forces, eV/Å:
O -1.9 7.3 -0.3
O 1.9 -1.6 1.6
N 0.3 1.2 0.6
N -3.7 6.9 0.6
N -3.8 -0.8 -3.2
C -3.8 9.0 1.4
C -9.9 -3.7 1.1
C 3.3 -8.3 0.2
C -1.5 7.2 4.6
C 5.2 -3.7 -2.1
C -3.6 -0.2 -0.8
C 6.9 -12.7 -1.0
C -4.4 3.5 -1.7
C -0.2 2.3 3.4
C 1.7 -0.9 1.4
C 3.9 2.9 -2.1
C -0.4 -3.5 -2.0
H 0.4 1.0 0.2
H 2.3 -0.1 1.7
H 0.6 -1.0 -0.8
H 2.6 -1.2 -0.4
H 0.2 -0.6 -0.8
H -1.1 -1.2 0.8
H 0.6 -0.8 -3.3
H -1.2 0.8 -2.0
H 1.2 1.9 0.5
H -0.7 -1.0 2.4
H 2.9 -3.2 -0.5
H 6.6 2.0 0.6
H -4.3 -1.4 0.2

For the strongest force on any atom, the calculation gives 14.50 eV/Å. Its net charge is 0. The highest occupied orbital energy is -9.10 eV. The HOMO-LUMO gap comes out at 8.5 eV.

Results of the Löwdin charge analysis, in e, for atoms 1 through 8:
1. O 0.00
2. O 0.08
3. N 0.18
4. N 0.18
5. N 0.13
6. C -0.17
7. C 0.05
8. C -0.38

---

Please write out number 3 again, unchanged.
ORCA calculation (ωB97M-V/def2-TZVPD) on C12H13ClN2O2Sn as an isolated structure in a non-equilibrium geometry.

Geometry (Å):
1 Sn 0.00000 0.00000 0.00000
2 Cl -4.17020 1.54810 -1.77620
3 O 0.45780 -1.93790 2.39430
4 O -3.04480 -0.32100 0.68370
5 N 0.99440 2.78580 3.05010
6 N 0.25330 1.57540 1.34200
7 C -0.57530 2.62410 1.50720
8 C 1.79960 3.21940 4.18620
9 C -0.08380 1.74680 -2.98130
10 C 1.20700 1.69830 2.28700
11 C -0.13970 -0.74110 -2.23970
12 C 1.86100 -0.86160 -1.12700
13 C 1.69120 0.46390 -1.58780
14 C -1.91660 -0.18370 0.45330
15 C -0.12330 3.37210 2.57490
16 C 0.27370 -1.20390 1.51560
17 C 0.72120 -1.61250 -1.53330
18 C 0.46130 0.54580 -2.29560
19 H -1.17120 1.74030 -2.99530
20 H -0.58260 4.26190 2.98150
21 H 2.83160 3.44570 3.84580
22 H 2.02010 0.99870 2.43030
23 H 0.24730 2.66470 -2.50110
24 H 1.83310 2.41040 4.94630
25 H 0.55340 -2.65910 -1.34900
26 H 1.36150 4.12730 4.64920
27 H -1.47060 2.80040 0.92720
28 H 0.25580 1.78010 -4.01890
29 H -1.08490 -1.00670 -2.68240
30 H 2.38180 1.27780 -1.44500
31 H 2.70680 -1.24010 -0.58010

Cartesian forces, eV/Å:
Sn 2.6 3.1 -4.7
Cl 0.1 0.0 0.0
O -0.3 2.0 -2.5
O 2.7 0.5 -0.8
N 0.0 -1.1 -0.9
N 1.2 0.4 1.1
C -0.9 1.7 0.9
C 0.8 0.2 0.9
C -0.1 0.2 -0.2
C 0.4 -0.2 0.3
C -0.5 -0.1 -0.3
C 0.4 -0.6 -0.2
C 0.5 0.4 0.0
C -6.4 -1.0 1.9
C -1.5 0.4 -1.0
C 0.7 -5.2 6.4
C 0.5 -0.6 0.0
C -0.4 0.6 -0.1
H -0.1 0.0 0.0
H 0.3 -0.1 0.1
H -0.7 -0.1 0.2
H 0.0 0.2 0.0
H 0.1 0.1 0.0
H 0.0 0.6 -0.5
H 0.0 -0.2 0.0
H 0.2 -0.6 -0.5
H 0.1 -0.1 -0.1
H 0.0 0.0 0.0
H -0.1 0.0 -0.1
H 0.1 0.1 0.0
H 0.1 -0.1 0.0

For the strongest force on any atom, the calculation gives 8.33 eV/Å. Its net charge is +2. The highest occupied orbital energy (alpha / beta) is -16.57 / -14.65 eV. The HOMO-LUMO gap (alpha / beta) comes out at 7.9 / 5.3 eV.

Results of the Löwdin charge analysis, in e, for atoms 1 through 8:
1. Sn 1.19
2. Cl 0.11
3. O 0.24
4. O 0.18
5. N -0.08
6. N -0.10
7. C -0.08
8. C 0.04